(1)
This record from the OMol25 dataset describes a 7-piece molecular cluster, H14O7 overall. The level of theory is wB97M-V/def2-TZVPD.

The geometry in XYZ format:
```
21
Properties=species:S:1:pos:R:3:forces:R:3:mulliken_charge:R:1
O -6.39843 -22.43123 -3.15189 0.3136 -0.2878 0.0415 -0.64
H -7.13984 -22.59529 -2.56195 0.0475 -0.0254 -0.0207 0.32
H -5.92671 -23.29170 -3.20151 -0.5526 0.4122 -0.0441 0.41
O -5.27637 -27.72866 -4.18169 -0.0244 -0.2369 -0.5446 -0.68
H -4.46581 -28.24493 -4.08387 -0.1137 0.0986 0.1191 0.27
H -5.49342 -27.78561 -5.12477 0.0937 0.0120 0.1704 0.33
O -2.75874 -23.75098 -4.48723 0.3538 -0.1528 -0.0046 -0.70
H -2.10368 -24.06207 -5.12863 -0.0844 0.0065 0.1484 0.32
H -2.25947 -23.57504 -3.67963 -0.1072 0.1017 -0.1085 0.27
O -5.21499 -24.93547 -3.49649 0.4406 -0.3589 -0.1474 -0.70
H -4.32653 -24.71250 -3.82514 -0.2450 -0.0329 -0.0274 0.37
H -5.41768 -25.80314 -3.88919 0.0841 0.3967 0.3154 0.33
O -7.83689 -27.49058 -2.92215 0.4023 -0.4807 -0.3706 -0.64
H -7.07287 -27.84341 -3.42051 -0.4327 0.2110 0.2142 0.37
H -8.43727 -28.24037 -2.83723 0.0035 0.1239 0.0539 0.32
O -3.71440 -24.30511 -7.16868 0.0969 0.0731 0.0817 -0.65
H -3.74780 -23.84163 -6.32179 -0.2359 0.0310 -0.0977 0.37
H -3.99415 -23.65118 -7.81813 0.0097 -0.0666 0.0530 0.32
O -5.83812 -26.93046 -0.83327 0.2268 -0.3178 -0.2093 -0.65
H -5.17655 -26.34193 -1.21288 -0.1463 0.0894 -0.0484 0.33
H -6.25935 -27.35107 -1.60213 -0.1304 0.4037 0.4259 0.32
```
Forces are in eV/Å.

Calculated values
Total charge: 0
Kohn-Sham gap, Eh: 0.375
LUMO level, eV: -0.08
HOMO, eV: -10.3
ΔE to the lowest compared entry with this formula, charge and spin, kJ/mol: 136.3

---

(2)
This record from the OMol25 dataset describes H14O7 as an isolated structure. The level of theory is wB97M-V/def2-TZVPD.

The geometry in XYZ format:
```
21
Properties=species:S:1:pos:R:3:forces:R:3:mulliken_charge:R:1
H 0.65640 0.18534 2.90071 0.4746 -0.2785 4.4433 0.27
H 0.35318 -0.71666 1.69596 0.3985 1.7477 0.4573 0.33
H 1.08988 3.54214 -0.43386 -1.4108 2.7725 -0.6699 0.28
H 1.82946 2.40982 -0.84946 -0.2287 -0.2949 1.1385 0.31
H -2.71410 1.34970 0.67804 0.6393 -0.4892 0.4284 0.34
H -3.90128 0.25242 0.58926 1.2180 2.3269 -0.3499 0.30
H 3.79801 -0.07807 0.00855 0.0748 -0.0495 -0.1391 0.33
H 5.28762 -0.30271 -0.17701 0.4960 0.0802 0.2279 0.31
H -2.11725 -2.32042 -0.70283 -1.9999 -0.6713 -1.5616 0.26
H -1.89080 -2.12881 0.74145 0.4281 0.5119 -0.9676 0.29
H -0.08358 -3.05270 -0.01058 0.6669 1.2234 -0.1936 0.34
H 1.17877 -2.28895 0.00283 1.7685 0.1978 -0.0695 0.21
H -2.01820 -0.26911 -1.77335 0.6276 1.9961 0.4909 0.27
H -2.07707 1.27378 -1.42681 -2.4539 1.9000 0.7948 0.30
O 0.56042 0.21615 2.01294 -0.8966 -1.5564 -5.0290 -0.60
O 1.42006 2.78720 -0.03488 1.6434 -2.4382 -0.4900 -0.59
O -3.60458 1.20213 0.37971 -1.8278 -1.7991 0.0221 -0.66
O 4.44994 -0.43937 -0.60710 -0.6376 -0.0057 -0.0567 -0.64
O -1.46270 -1.96380 -0.14299 -10.0163 1.0955 2.1310 -0.53
O 0.23828 -2.12725 -0.09353 9.0944 -2.5711 0.8521 -0.57
O -1.52531 0.59298 -1.66952 1.9416 -3.6981 -1.4594 -0.58
```
Forces are in eV/Å.

Calculated values
Total charge: 0
Kohn-Sham gap, Eh: 0.376
LUMO level, eV: 0.12
HOMO, eV: -10.1
ΔE to the lowest compared entry with this formula, charge and spin, kJ/mol: 589.2

---

(3)
This record from the OMol25 dataset describes a 7-piece molecular cluster, H14O7 overall. The level of theory is wB97M-V/def2-TZVPD.

The geometry in XYZ format:
```
21
Properties=species:S:1:pos:R:3:forces:R:3:mulliken_charge:R:1
O -9.69485 -38.27154 0.52833 0.0925 -0.0749 -0.1932 -0.62
H -10.64820 -38.33383 0.41447 0.0591 -0.0030 0.0223 0.29
H -9.44350 -37.47692 0.03731 -0.2136 -0.0454 0.2470 0.35
O -8.71232 -35.01504 4.34807 0.2680 0.0909 0.1127 -0.64
H -8.90045 -35.54773 5.12986 -0.0089 0.0109 -0.1264 0.32
H -8.56271 -34.12212 4.68304 -0.0775 -0.0766 -0.0781 0.32
O -6.87635 -35.85175 1.83293 0.0904 0.0615 0.0474 -0.64
H -7.23737 -35.52395 2.66762 -0.2406 -0.0435 -0.0409 0.33
H -7.64566 -35.95908 1.26087 -0.0480 -0.0279 0.2103 0.27
O -4.89666 -33.40223 1.66764 0.1080 0.0014 -0.1807 -0.65
H -4.50031 -33.21447 2.52443 -0.1308 -0.0736 0.0529 0.31
H -5.11598 -34.34101 1.70686 -0.1097 0.0644 -0.0556 0.33
O -5.08730 -33.77670 4.53356 -0.0937 -0.0045 0.3351 -0.59
H -5.68109 -34.52032 4.69121 0.0890 0.0396 -0.0670 0.30
H -4.88699 -33.43034 5.41097 0.0300 -0.0491 -0.1050 0.30
O -9.79487 -35.36764 0.29703 0.2501 0.1596 -0.3299 -0.63
H -10.67653 -35.17342 -0.04200 0.0625 -0.0142 0.0947 0.28
H -9.20464 -34.80767 -0.22582 -0.1580 0.0329 0.0894 0.33
O -5.33010 -38.27804 1.39041 -0.0482 0.1484 0.1801 -0.64
H -5.62176 -38.31787 0.47511 -0.0097 0.0001 0.0578 0.28
H -5.81441 -37.52370 1.77112 0.0890 -0.1968 -0.2729 0.41
```
Forces are in eV/Å.

Calculated values
Total charge: 0
Kohn-Sham gap, Eh: 0.388
LUMO level, eV: 0.08
HOMO, eV: -10.5
ΔE to the lowest compared entry with this formula, charge and spin, kJ/mol: 159.7

---

(4)
This record from the OMol25 dataset describes a 7-piece molecular cluster, H14O7 overall. The level of theory is wB97M-V/def2-TZVPD.

The geometry in XYZ format:
```
21
Properties=species:S:1:pos:R:3:forces:R:3:mulliken_charge:R:1
O -0.82119 -0.66558 -0.29637 1.5379 -0.4053 0.4455 -0.78
H -0.22737 -0.49205 0.50600 -0.7889 -0.7853 -0.9452 0.39
H -1.69959 -0.42987 0.01149 -0.4200 0.4322 0.2721 0.41
O 2.66234 -2.33745 0.75085 -0.4148 -2.2944 0.5468 -0.72
H 2.86534 -3.20368 1.22606 -0.1458 1.9083 -0.7015 0.34
H 1.93012 -2.64389 0.14588 0.6029 0.5656 0.1557 0.41
O 0.84268 -2.71800 -1.27563 -2.3003 0.7110 -0.0571 -0.74
H -0.16083 -2.68751 -1.06429 2.4677 0.0918 -0.3673 0.35
H 0.97593 -1.83677 -1.69360 -0.1017 -0.8795 0.3848 0.33
O -0.17312 1.51033 -1.80099 0.6483 -1.7972 1.7438 -0.78
H -0.21998 0.63230 -1.23045 -0.1884 1.8572 -1.1313 0.43
H -0.88639 1.35302 -2.40448 -0.6201 0.0594 -0.7311 0.31
O 1.04638 -0.19016 1.67697 -1.2490 -3.1615 2.1000 -0.69
H 1.21876 0.54634 1.20526 1.0233 4.2969 -2.2052 0.33
H 1.77477 -0.76972 1.43374 0.4176 -0.9913 0.0968 0.35
O -1.40320 3.32076 -0.07755 0.8518 -0.3077 -0.8994 -0.68
H -0.92463 4.11039 0.17418 -0.0813 0.2799 0.1846 0.31
H -0.78596 2.85155 -0.70651 -0.6793 0.2360 0.3938 0.41
O -2.18860 1.03511 1.09664 -0.4163 1.2853 -0.9675 -0.71
H -2.33303 1.82223 0.46438 0.5411 -1.4021 1.6671 0.39
H -1.24943 1.10753 1.34098 -0.6847 0.3007 0.0147 0.32
```
Forces are in eV/Å.

Calculated values
Total charge: 0
Kohn-Sham gap, Eh: 0.420
LUMO level, eV: 0.35
HOMO, eV: -11.1
ΔE to the lowest compared entry with this formula, charge and spin, kJ/mol: 129.8

---

(5)
This record from the OMol25 dataset describes a 7-piece molecular cluster, H14O7 overall. The level of theory is wB97M-V/def2-TZVPD.

The geometry in XYZ format:
```
21
Properties=species:S:1:pos:R:3:forces:R:3:mulliken_charge:R:1
O 0.09268 14.79943 10.66180 0.1775 -0.0280 0.1177 -0.64
H -0.55836 14.48043 11.29445 0.0244 -0.0323 -0.0827 0.30
H 0.85749 14.21329 10.77937 -0.3472 0.1120 -0.1311 0.35
O 0.21667 11.30689 8.46206 0.1721 -0.0484 -0.0355 -0.65
H -0.14503 12.01667 7.92122 0.0534 0.0130 0.0877 0.32
H 1.17287 11.44804 8.43121 -0.1137 0.1396 0.0194 0.31
O 2.25876 13.25763 11.85432 0.2024 -0.2670 0.5919 -0.68
H 2.36568 12.35800 12.19306 -0.1479 0.1153 -0.0674 0.31
H 2.32942 13.82631 12.63180 -0.0352 0.0062 -0.1559 0.31
O 5.52384 16.57572 7.21987 0.1871 -0.1507 -0.0089 -0.62
H 5.40420 15.88894 7.88948 -0.2209 0.3863 0.0906 0.35
H 6.03677 17.25670 7.66671 -0.0453 -0.0371 -0.0112 0.31
O 3.08243 13.09922 9.19271 0.0354 -0.3844 0.4031 -0.66
H 3.95587 13.49625 9.07086 -0.3836 0.0429 -0.1532 0.38
H 2.95727 13.04941 10.15806 0.0676 0.2610 -0.6158 0.37
O 5.08890 13.45862 6.63890 0.0993 -0.2017 0.2008 -0.58
H 5.52849 12.62786 6.42437 -0.0866 0.0573 -0.0092 0.31
H 5.74529 13.96157 7.13048 0.0736 0.1250 -0.3151 0.24
O 5.38919 14.88498 9.65378 0.3456 -0.3684 0.0218 -0.67
H 5.20708 14.88765 10.60104 -0.0656 0.1180 -0.1032 0.29
H 6.02309 14.16551 9.52931 0.0074 0.1416 0.1561 0.34
```
Forces are in eV/Å.

Calculated values
Total charge: 0
Kohn-Sham gap, Eh: 0.387
LUMO level, eV: -0.25
HOMO, eV: -10.8
ΔE to the lowest compared entry with this formula, charge and spin, kJ/mol: 183.4

---

(6)
This record from the OMol25 dataset describes a 7-piece molecular cluster, H14O7 overall. The level of theory is wB97M-V/def2-TZVPD.

The geometry in XYZ format:
```
21
Properties=species:S:1:pos:R:3:forces:R:3:mulliken_charge:R:1
O -0.77589 -0.36951 -0.37141 -0.2999 0.1188 0.0155 -0.62
H -0.00550 -0.28152 0.18982 0.2300 0.0938 0.1971 0.32
H -0.50992 -0.99193 -1.04822 0.0425 -0.1966 -0.2360 0.31
O 0.05371 1.95701 3.27830 -0.3204 -0.0731 0.0498 -0.62
H 0.96707 1.67099 3.26349 0.2384 -0.1514 -0.0535 0.31
H 0.08191 2.86572 2.97883 0.0497 0.2541 -0.0780 0.32
O -3.36122 2.61011 2.13019 -0.2088 0.0421 -0.2661 -0.63
H -3.21770 3.27346 2.80517 -0.0261 0.1582 0.1754 0.31
H -2.51239 2.17837 2.03366 0.3071 -0.2783 0.0426 0.32
O -3.87571 1.71561 -1.22403 -0.1711 0.0451 -0.3067 -0.65
H -3.71447 2.29351 -0.47820 -0.0198 0.1672 0.3324 0.32
H -3.31021 0.95921 -1.06821 0.2304 -0.2227 0.0686 0.32
O 3.36336 0.15791 1.04317 -0.2129 0.1278 0.1462 -0.62
H 3.69975 -0.41987 0.35816 -0.0430 -0.1600 -0.3893 0.31
H 4.03625 0.14041 1.72371 0.1607 0.0317 0.1904 0.31
O 3.13637 -2.16892 -1.66589 0.2081 0.2666 0.0896 -0.63
H 3.57081 -2.77549 -1.06625 0.1352 -0.2074 0.1193 0.32
H 2.34439 -2.63026 -1.94185 -0.3828 -0.0367 -0.1782 0.31
O -0.02139 -3.22208 -3.29795 0.1316 0.1206 0.3363 -0.62
H -0.29783 -2.87992 -4.14809 -0.0892 0.1720 -0.2143 0.32
H 0.34851 -4.08277 -3.49443 0.0402 -0.2717 -0.0412 0.32
```
Forces are in eV/Å.

Calculated values
Total charge: 0
Kohn-Sham gap, Eh: 0.400
LUMO level, eV: 0.23
HOMO, eV: -10.7
ΔE to the lowest compared entry with this formula, charge and spin, kJ/mol: 181.4